(1)
{"formula": "C9H9N3S", "method": "ωB97M-V with the def2-TZVPD basis set", "relative_energy_kcal_mol": 50.5, "e_homo_ev": -8.36, "molar_mass_g_mol": 191.259, "smiles": "S=C1NN=C[C@@H](c2ccccc2)N1", "orbital_gap_ev": 8.54, "fmax_ev_per_a": 5.228, "symbols": ["S", "N", "C", "C", "C", "C", "C", "C", "C", "C", "N", "N", "C", "H", "H", "H", "H", "H", "H", "H", "H", "H"], "xyz": [[4.10762, 2.89376, 0.56680], [3.03260, -0.79747, 1.04446], [3.33788, 1.41856, 0.24534], [1.99476, -1.00380, 0.29205], [-2.55476, 0.86793, 1.37855], [-2.51412, 0.40606, 0.05759], [-1.39270, 1.04065, 2.14059], [-1.30659, -0.03156, -0.51829], [-0.15369, 0.88177, 1.50875], [-0.12603, 0.43089, 0.14938], [3.85332, 0.30884, 0.97995], [2.13112, 1.38834, -0.39970], [1.30403, 0.15707, -0.42820], [1.49262, -2.00718, 0.22023], [-3.48284, 1.06805, 1.94134], [-3.46848, 0.03243, -0.37550], [-1.47152, 1.47372, 3.15722], [-1.46114, -0.42150, -1.58176], [0.77622, 1.14365, 1.95061], [4.56445, 0.53378, 1.66408], [1.86400, 2.14875, -0.93796], [1.11514, -0.29083, -1.41363]]}

(2)
{"formula": "C9H9NO", "method": "ωB97M-V with the def2-TZVPD basis set", "relative_energy_kcal_mol": 49.5, "e_homo_ev": -9.36, "molar_mass_g_mol": 147.177, "smiles": "C[C@@]1(c2ccccc2)NC1=O", "orbital_gap_ev": 10.19, "fmax_ev_per_a": 3.535, "symbols": ["C", "C", "C", "C", "C", "C", "C", "C", "C", "N", "O", "H", "H", "H", "H", "H", "H", "H", "H", "H"], "xyz": [[1.27462, 1.36580, -2.14616], [0.84769, 2.22870, -1.15024], [1.03033, 0.00820, -2.03060], [0.19411, 1.72325, -0.04251], [0.37642, -0.50727, -0.91992], [-0.03685, 0.35950, 0.06964], [-1.10792, 0.86527, 2.52045], [-0.74706, -0.10660, 1.47915], [-0.57828, -1.56702, 1.81406], [-2.06792, 0.52876, 1.65945], [-0.83409, 1.50883, 3.48127], [1.80219, 1.74985, -3.00774], [1.03405, 3.29012, -1.22736], [1.36133, -0.66089, -2.81261], [-0.12718, 2.38858, 0.74610], [0.20503, -1.57047, -0.84958], [-0.94247, -1.77685, 2.82169], [0.47354, -1.83895, 1.76344], [-1.13175, -2.19021, 1.11027], [-2.99375, 0.14613, 1.73510]]}

(3)
{"formula": "C9H9NO2", "method": "ωB97M-V with the def2-TZVPD basis set", "relative_energy_kcal_mol": 119.4, "e_homo_ev": -8.55, "molar_mass_g_mol": 163.176, "smiles": "C#C[C@H](O)C#N.Cc1ccco1", "orbital_gap_ev": 8.96, "fmax_ev_per_a": 5.399, "symbols": ["C", "C", "C", "C", "C", "C", "C", "C", "C", "H", "H", "H", "H", "H", "H", "H", "H", "H", "N", "O", "O"], "xyz": [[-1.07747, -1.59225, 1.82688], [-1.49792, -0.18032, 1.61917], [-0.99868, 1.02403, 1.94790], [-1.80027, 2.02519, 1.26180], [-2.68897, 1.31170, 0.52319], [2.14114, -0.30441, -0.81940], [3.03420, -0.28102, -2.03714], [3.42890, 0.18089, -3.09314], [0.81043, 0.10535, -1.10398], [-1.86508, -2.13920, 2.34440], [-0.13573, -1.64301, 2.40355], [-0.90575, -2.06029, 0.83642], [-0.21384, 1.28618, 2.64421], [-1.64052, 3.08124, 1.35621], [-3.45558, 1.54282, -0.21702], [1.31954, -1.45655, 0.51657], [2.58910, 0.36305, -0.06788], [3.71020, 0.67180, -4.00584], [-0.26804, -0.07118, -1.53361], [-2.57241, -0.00809, 0.79346], [1.86814, -1.60226, -0.27184]]}

(4)
{"formula": "C9H9NO4", "method": "ωB97M-V with the def2-TZVPD basis set", "relative_energy_kcal_mol": 176.6, "e_homo_ev": [-8.87, -8.35], "molar_mass_g_mol": 195.174, "orbital_gap_ev": [6.89, 6.31], "fmax_ev_per_a": 4.421, "symbols": ["C", "C", "C", "C", "C", "C", "C", "C", "C", "N", "O", "O", "O", "O", "H", "H", "H", "H", "H", "H", "H", "H", "H"], "xyz": [[-3.54714, -0.55295, 0.06892], [-2.68453, -1.65000, 0.41742], [-2.95080, 0.62983, -0.32602], [-1.35707, -1.56053, 0.17241], [-1.59944, 0.71152, -0.48369], [-0.79888, -0.34544, -0.15466], [2.65022, 1.53785, 0.88465], [2.48239, 1.15781, -0.63992], [0.65593, -0.23130, -0.39004], [1.54213, -1.39324, -0.07933], [1.21798, -2.22114, 0.74117], [2.50237, -1.51924, -0.81734], [2.13215, 0.49009, 1.59951], [1.17059, 0.83064, -0.90847], [-4.60939, -0.79751, 0.10272], [-3.27245, -2.54567, 0.68185], [-3.61701, 1.42983, -0.65608], [-0.57157, -2.22757, 0.59902], [-1.08454, 1.65103, -0.84508], [3.71964, 1.78680, 1.12580], [2.10933, 2.51337, 1.07183], [2.55373, 1.93819, -1.40559], [3.35637, 0.36761, -0.75905]]}

(5)
{"formula": "C9H9NO4", "method": "ωB97M-V with the def2-TZVPD basis set", "relative_energy_kcal_mol": 50.4, "e_homo_ev": [-7.01, -8.05], "molar_mass_g_mol": 195.174, "orbital_gap_ev": [7.07, 6.29], "fmax_ev_per_a": 7.882, "multiplicity": 3, "symbols": ["C", "C", "C", "C", "C", "C", "C", "C", "C", "N", "O", "O", "O", "O", "H", "H", "H", "H", "H", "H", "H", "H", "H"], "xyz": [[-0.14708, 1.50006, 0.19671], [-1.22624, 1.23740, 1.06463], [0.99779, 0.79413, -0.00185], [-1.35877, 0.37017, 2.00800], [2.07960, 2.42778, -1.49150], [1.99318, 1.22916, -0.88783], [1.12075, -0.67785, 0.45945], [-2.00155, -2.59740, 0.73487], [-0.11694, -1.41544, -0.02245], [-0.48702, -1.27633, -1.35915], [-1.50574, -1.86989, -1.70916], [0.19268, -0.57277, -2.04490], [-1.43352, -0.36079, 2.95690], [-0.91944, -1.93340, 0.85558], [-0.11646, 2.40020, -0.47174], [-2.12134, 1.80137, 1.12874], [2.86838, 2.87383, -2.09849], [1.45902, 3.32287, -1.30654], [2.76320, 0.51183, -1.12465], [1.91492, -1.24638, -0.07833], [1.11760, -0.79576, 1.61841], [-2.37936, -2.71803, 1.70301], [-2.69363, -3.00476, -0.12972]]}

(6)
{"formula": "C9H9NS", "method": "ωB97M-V with the def2-TZVPD basis set", "relative_energy_kcal_mol": 79.8, "e_homo_ev": -8.95, "molar_mass_g_mol": 163.245, "smiles": "Cc1ccsc1C1(C#N)CC1", "orbital_gap_ev": 9.63, "fmax_ev_per_a": 6.520, "symbols": ["C", "C", "C", "C", "C", "C", "C", "C", "C", "N", "S", "H", "H", "H", "H", "H", "H", "H", "H", "H"], "xyz": [[1.94510, -0.48393, 0.75762], [-2.52807, -0.74896, 0.09272], [-2.90709, 0.56192, 0.28481], [-1.08974, -0.91441, 0.04140], [-0.54630, 0.31000, 0.08798], [1.78023, 1.94439, 0.34262], [1.99865, 1.36795, -1.01615], [1.33376, 0.57956, 0.03684], [-0.53460, -2.16553, -0.28294], [2.53560, -1.41213, 1.13972], [-1.52093, 1.60709, 0.46106], [-3.31483, -1.43171, 0.01432], [-3.89779, 1.03943, 0.47348], [2.66170, 2.09003, 0.99235], [0.95783, 2.64334, 0.52546], [1.26714, 1.77878, -1.67799], [2.89838, 1.10111, -1.34533], [-1.05587, -2.77307, -0.94356], [0.41004, -2.13999, -0.60318], [-0.39321, -2.95386, 0.61878]]}

What is the formula in the third record? C9H9NO2